{
  "formula": "C52H32Cl4IN11O3S3W",
  "method": "wB97M-V/def2-TZVPD",
  "e_tot_ev": -169473.6582,
  "multiplicity": 2,
  "e_homo_ev": [-14.22, -14.22],
  "relative_energy_ev": 0.602,
  "largest_force_ev_per_a": 0.920,
  "charge": 3,
  "lumo_ev": [-10.4, -10.6],
  "symbols": ["W", "C", "N", "C", "N", "C", "N", "C", "C", "C", "C", "C", "C", "C", "N", "N", "C", "O", "C", "C", "C", "C", "C", "C", "N", "C", "N", "C", "N", "C", "H", "H", "H", "H", "H", "H", "H", "H", "H", "H", "H", "H", "H", "H", "H", "H", "S", "C", "C", "C", "C", "C", "C", "N", "C", "C", "C", "C", "C", "C", "C", "C", "N", "C", "C", "C", "C", "C", "S", "C", "H", "H", "H", "H", "H", "H", "H", "H", "H", "H", "H", "H", "Cl", "C", "C", "Cl", "C", "Cl", "C", "O", "C", "O", "C", "Cl", "S", "C", "I", "C", "C", "C", "C", "C", "N", "H", "H", "H", "H"],
  "positions_angstrom": [[0.742548, 0.109521, 0.023419], [-4.701865, 1.576634, -0.136176], [-3.219044, 1.674886, -0.159575], [-2.311221, 0.721119, -0.253164], [-1.093322, 1.279256, -0.300781], [-1.347997, 2.615948, -0.205783], [-2.622136, 2.885842, -0.137023], [-5.160987, 0.371742, 0.635979], [-5.787441, 0.501691, 1.869491], [-6.166498, -0.631681, 2.581170], [-5.871133, -1.895289, 2.097615], [-5.230535, -2.026652, 0.868146], [-4.927235, -0.897485, 0.122266], [-4.795895, -3.338320, 0.390869], [-5.051136, -4.502639, 0.856460], [-4.277981, -5.397981, 0.105747], [-3.623678, -4.686615, -0.734637], [-3.896153, -3.357126, -0.631552], [-2.598481, -5.097501, -1.693598], [-2.184232, -6.426547, -1.743474], [-1.152205, -6.786157, -2.590974], [-0.517425, -5.826985, -3.372571], [-0.943415, -4.505619, -3.339979], [-0.273374, -3.465388, -4.208533], [-0.090181, -2.194441, -3.495928], [0.287595, -2.093622, -2.149554], [-0.192246, -0.708116, -1.776819], [-0.809559, -0.246063, -2.968719], [-0.730662, -1.091697, -3.929944], [-1.996482, -4.148496, -2.508264], [-5.035000, 1.551507, -1.174771], [-5.033204, 2.510958, 0.311047], [-2.517545, -0.336303, -0.247289], [-0.590954, 3.380400, -0.198590], [-5.988109, 1.484695, 2.274914], [-6.674131, -0.525338, 3.528826], [-6.121174, -2.781977, 2.663072], [-4.503504, -1.019101, -0.867335], [-2.665117, -7.157604, -1.109345], [-0.825720, -7.815354, -2.632928], [0.305465, -6.115862, -4.013450], [-0.880171, -3.216923, -5.079830], [0.692250, -3.828816, -4.563717], [0.106211, -2.947977, -1.514379], [-1.385126, 0.663344, -3.002128], [-2.348333, -3.124185, -2.477727], [0.581461, 2.840194, 5.275081], [0.656834, 3.872240, 6.619760], [1.309786, 5.042219, 6.344649], [1.760080, 5.097841, 5.012386], [1.440593, 3.969004, 4.288792], [1.757232, 3.694031, 2.906685], [1.218852, 2.542989, 2.279973], [1.476008, 2.189987, 1.032529], [2.252642, 3.015366, 0.301307], [2.828102, 4.173234, 0.809688], [3.660733, 4.987659, -0.069294], [3.841825, 4.669167, -1.358026], [3.206287, 3.508175, -1.943664], [3.342798, 3.194380, -3.257436], [2.607217, 2.113245, -3.822343], [1.788386, 1.262907, -2.897500], [1.760935, 1.568728, -1.471043], [2.380679, 2.644677, -1.073625], [2.583868, 1.871288, -5.183202], [1.741477, 0.984142, -5.905855], [1.959253, 1.024816, -7.263454], [2.968348, 1.927583, -7.601709], [3.626207, 2.730276, -6.295822], [2.589691, 4.504791, 2.136058], [0.218479, 3.567008, 7.555382], [1.457574, 5.825766, 7.070048], [2.289327, 5.945891, 4.605265], [0.553440, 1.910689, 2.842865], [4.130313, 5.868804, 0.346785], [4.457845, 5.285067, -1.998301], [3.957062, 3.825380, -3.886072], [0.749702, 1.335250, -3.242030], [0.990861, 0.364360, -5.437239], [1.421268, 0.442797, -7.994213], [3.339207, 2.132014, -8.595356], [3.047248, 5.388290, 2.558729], [0.164740, -1.321402, 7.375066], [0.099695, -0.912905, 5.718618], [-1.129114, -0.858579, 5.052100], [-2.574865, -1.222268, 5.885114], [-1.186971, -0.491333, 3.704549], [-2.680207, -0.354422, 2.873183], [-0.005165, -0.221810, 3.028609], [-0.013364, 0.239905, 1.759936], [1.212630, -0.292540, 3.690634], [2.307851, 0.137650, 2.949644], [1.281304, -0.607444, 5.035256], [2.792308, -0.548225, 5.841284], [2.326339, -0.450761, -3.048626], [1.288104, -1.038749, -1.752638], [0.037629, -2.513937, 0.917681], [2.950530, -0.761049, 2.160629], [3.816242, -1.676081, 2.731535], [4.600253, -2.452762, 1.903950], [4.523841, -2.249757, 0.533118], [3.606449, -1.350831, 0.046495], [2.763019, -0.630492, 0.828399], [3.885688, -1.736788, 3.808083], [5.287153, -3.174584, 2.324394], [5.160322, -2.786180, -0.154451], [3.540457, -1.178567, -1.012846]],
  "forces_ev_per_a": [[-0.2870, -0.2380, -0.6230], [0.0447, 0.0335, 0.0077], [0.1073, 0.0489, -0.0682], [0.1029, -0.0297, 0.0752], [-0.1316, -0.0758, 0.1795], [-0.0968, 0.0622, -0.1070], [0.0260, 0.0532, 0.0009], [-0.0445, -0.0082, -0.0229], [0.0113, -0.0323, -0.0052], [0.0170, 0.0049, -0.0507], [-0.0030, 0.0283, -0.0024], [-0.0343, -0.0803, 0.0189], [-0.0056, 0.0352, -0.0100], [0.0132, 0.3231, 0.0052], [0.1480, -0.3284, -0.1858], [-0.2263, 0.1597, 0.2909], [0.1997, 0.0723, -0.2585], [-0.0825, -0.1626, 0.1141], [-0.0570, -0.0384, 0.0651], [0.0019, 0.0193, -0.0045], [0.0226, 0.0292, -0.0276], [-0.0449, 0.0148, 0.0337], [0.0070, -0.0333, -0.0469], [0.0000, -0.0258, 0.0067], [0.0636, 0.0057, 0.0157], [0.0584, 0.0192, -0.0575], [0.4244, 0.1912, 0.1488], [-0.1552, 0.0065, -0.0601], [-0.0270, 0.0982, 0.1046], [0.0364, -0.0068, -0.0167], [-0.0131, 0.0003, 0.0284], [-0.0274, -0.0480, -0.0028], [0.0213, -0.0141, 0.0098], [0.0172, 0.0232, 0.0057], [-0.0083, 0.0360, 0.0120], [-0.0164, 0.0088, 0.0331], [-0.0063, -0.0284, 0.0159], [0.0143, -0.0056, -0.0255], [-0.0229, -0.0179, 0.0227], [0.0095, -0.0234, -0.0030], [0.0303, -0.0086, -0.0285], [0.0178, -0.0198, 0.0263], [-0.0161, 0.0032, 0.0280], [0.0090, -0.0109, -0.0137], [0.0044, 0.0336, -0.0325], [-0.0176, 0.0278, -0.0009], [-0.0356, -0.0153, 0.0133], [0.0298, 0.0526, -0.0186], [-0.0026, -0.0506, -0.0514], [-0.0349, -0.0398, 0.0443], [0.0525, 0.0533, -0.0825], [-0.0135, -0.0786, -0.0285], [0.0508, 0.0827, -0.1566], [-0.0839, 0.1468, 0.0441], [-0.0974, -0.3343, -0.0360], [0.1081, 0.1008, -0.0510], [-0.0773, -0.0602, 0.1233], [-0.0686, -0.1579, -0.1434], [-0.0829, -0.0526, 0.2169], [-0.1131, -0.1703, -0.0403], [0.1518, 0.2635, 0.2335], [-0.1898, 0.2394, 0.0699], [0.1548, 0.2213, -0.2828], [0.1334, -0.0685, -0.0559], [-0.0800, -0.0557, -0.1225], [0.0518, 0.0435, 0.0053], [0.0026, 0.0118, 0.0265], [-0.0192, -0.0380, 0.0142], [0.0560, 0.0690, 0.0284], [-0.0444, -0.0430, 0.0409], [-0.0248, -0.0159, 0.0472], [0.0054, 0.0307, 0.0297], [0.0203, 0.0385, -0.0104], [0.0074, 0.1317, -0.0839], [0.0174, 0.0257, 0.0181], [0.0152, 0.0032, -0.0288], [0.0274, -0.0104, -0.0485], [0.0770, -0.0757, 0.0137], [-0.0346, -0.0458, 0.0257], [-0.0170, -0.0256, -0.0359], [0.0079, 0.0121, -0.0598], [0.0156, 0.0284, 0.0089], [-0.0074, 0.0084, 0.0003], [0.0602, 0.0052, -0.0077], [-0.0429, 0.0105, -0.0872], [0.0169, 0.0035, 0.0071], [0.1193, -0.0590, 0.1118], [0.0753, 0.0142, 0.0162], [-0.0251, -0.0193, -0.0290], [-0.1484, 0.0831, 0.9046], [-0.0880, 0.0059, -0.1348], [-0.1658, -0.1020, 0.2428], [0.0113, -0.0221, -0.0315], [-0.0462, 0.0158, 0.0654], [0.1259, -0.1512, -0.0791], [-0.0877, -0.1198, -0.2884], [0.1266, -0.0394, -0.0310], [0.1050, -0.0268, -0.2273], [0.0287, 0.0392, -0.0786], [0.0155, -0.0339, 0.0322], [-0.0661, 0.0838, -0.0034], [-0.0536, 0.0505, -0.0192], [0.0383, -0.0443, 0.4449], [-0.0263, 0.0321, -0.0562], [0.0099, -0.0144, -0.0082], [0.0009, -0.0046, -0.0243], [-0.0264, -0.0334, 0.0186]],
  "lowdin_charge": [1.5906, -0.0279, -0.0578, -0.1462, -0.0693, -0.1615, 0.1610, -0.2341, -0.0379, -0.0459, 0.0040, -0.1335, -0.0125, -0.2915, 0.1540, 0.1524, -0.2932, 0.0984, -0.1239, 0.0120, -0.0297, -0.0148, -0.2104, -0.0552, -0.1186, -0.3193, -0.1560, -0.1861, 0.1537, 0.0092, 0.1431, 0.1358, 0.1194, 0.1196, 0.1246, 0.1219, 0.1306, 0.1249, 0.1285, 0.1207, 0.1209, 0.1408, 0.1294, -0.0018, 0.1324, 0.1233, 1.1202, -0.3403, -0.1264, -0.0745, -0.4595, -0.1279, -0.0352, 0.0568, -0.1696, -0.1004, 0.0534, 0.0165, -0.0625, 0.0585, -0.1641, -0.4959, 0.0077, -0.1109, -0.4482, -0.0496, -0.0840, -0.2928, 1.1878, 0.1002, 0.0897, 0.1239, 0.1220, 0.0874, 0.1416, 0.1376, 0.1212, 0.1161, 0.1007, 0.1348, 0.1069, 0.1391, 0.7617, -0.6933, -0.6779, 0.7617, -0.6051, 0.8286, -0.4595, -0.4785, -0.2676, 0.0017, -0.6099, 0.8044, 1.0967, -0.6502, 0.7917, -0.3240, 0.0462, 0.0162, -0.0109, -0.1272, -0.0109, 0.0931, 0.1365, 0.1272, 0.0445]
}